18
Properties=species:S:1:pos:R:3 method="wB97M-V/def2-TZVPD" largest_force_ev_per_a=6.92 de_lowest_kj_mol=684.5 gap_ev=7.3 e_tot_ha=-493.18617 e_lumo_ev=-0.2
C -1.263 -1.131 -0.291
C -1.087 0.227 -0.843
C 0.107 0.756 -1.002
C 1.356 -1.204 -0.194
C -0.693 0.754 1.214
C 0.470 1.174 0.734
H 0.024 -2.544 0.703
H -1.887 0.667 -1.260
H 0.051 1.725 -1.630
H 2.125 0.656 -0.528
H -1.600 1.167 0.768
H -0.757 0.088 2.038
H 0.450 1.947 -0.057
H 1.382 0.783 1.126
N 0.013 -1.590 0.161
N 1.266 0.077 -0.897
O -2.327 -1.799 -0.162
O 2.368 -1.752 0.119